(1)
14
Properties=species:S:1:pos:R:3:lowdin_charge:R:1 method="wB97M-V/def2-TZVPD" relative_energy_kj_mol=300.9 homo_ha=-0.31269 homo_lumo_gap_ev=9.349 smiles="CC(=C=O)[C@@H]1CN1"
C -1.96 0.05 0.10 -0.04
C -0.52 0.30 -0.27 -0.25
N 1.11 -1.09 0.83 0.06
C 0.54 0.22 0.79 -0.35
C 1.89 0.12 0.24 -0.08
C -0.14 0.29 -1.53 -0.17
O 0.18 0.31 -2.65 0.17
H -2.61 0.78 -0.39 0.08
H -2.07 0.17 1.19 0.08
H -2.31 -0.96 -0.15 0.08
H 0.74 -1.70 0.12 0.09
H 0.33 0.71 1.74 0.14
H 2.84 0.15 0.74 0.09
H 1.98 0.61 -0.75 0.11

=====

(2)
14
Properties=species:S:1:pos:R:3:lowdin_charge:R:1 method="wB97M-V/def2-TZVPD" relative_energy_kj_mol=179.2 homo_ha=-0.40549 homo_lumo_gap_ev=11.863 smiles=CC[C@@]1(C#N)CO1
C -1.85 0.14 -0.05 -0.11
C -0.57 -0.52 0.44 -0.16
C 0.72 -0.02 -0.20 -0.43
C 2.00 -0.18 0.51 -0.07
O 1.67 -1.01 -0.59 0.01
C 0.55 1.04 -1.20 -0.13
N 0.38 1.84 -2.02 0.18
H -1.90 1.20 0.21 0.08
H -2.71 -0.34 0.42 0.07
H -1.98 0.05 -1.14 0.08
H -0.49 -0.40 1.52 0.12
H -0.60 -1.60 0.24 0.13
H 2.86 0.48 0.39 0.12
H 1.94 -0.67 1.48 0.12

=====

(3)
14
Properties=species:S:1:pos:R:3:lowdin_charge:R:1 method="wB97M-V/def2-TZVPD" relative_energy_kj_mol=202.9 homo_ha=-0.35556 homo_lumo_gap_ev=10.579
C 1.97 -0.02 -0.07 -0.46
C -2.29 0.55 -0.29 0.01
C -1.11 0.10 -0.60 -0.14
C 1.01 -1.19 0.11 -0.04
C -0.01 -0.14 0.41 -0.28
N 1.12 0.96 0.35 0.19
O 3.13 0.24 -0.45 0.02
H -3.07 0.95 -0.91 0.05
H -2.61 0.60 0.79 0.08
H -0.71 -0.07 -1.55 0.09
H 0.68 -1.74 -0.76 0.11
H 1.25 -1.89 0.97 0.14
H -0.46 -0.21 1.40 0.13
H 1.08 1.86 0.60 0.09

=====

(4)
14
Properties=species:S:1:pos:R:3:lowdin_charge:R:1 method="wB97M-V/def2-TZVPD" relative_energy_kj_mol=468.8 homo_ha=-0.36117 homo_lumo_gap_ev=10.855 smiles="C1=N[C@@]12CO2.C=C"
C -2.34 -0.50 0.08 -0.09
C -1.26 -0.98 0.69 -0.09
C 1.30 0.59 -0.53 -0.51
C 2.15 -0.01 0.46 -0.05
O 1.79 -0.69 -0.78 0.00
C 0.19 1.34 -0.94 -0.02
N 1.30 1.77 -1.39 0.23
H -0.88 1.55 -1.00 0.10
H -3.05 0.15 0.59 0.05
H -2.55 -0.73 -0.96 0.06
H -1.04 -0.74 1.73 0.06
H -0.54 -1.60 0.17 0.06
H 3.18 0.31 0.50 0.11
H 1.75 -0.47 1.37 0.10

=====

(5)
14
Properties=species:S:1:pos:R:3:lowdin_charge:R:1 method="wB97M-V/def2-TZVPD" relative_energy_kj_mol=214.3 homo_ha=-0.33191 homo_lumo_gap_ev=9.403
C -1.40 -0.29 0.19 -0.17
C -0.90 0.96 -0.50 -0.19
C 0.04 1.71 0.04 0.00
O 2.29 0.24 0.04 0.00
C 1.89 -0.83 0.47 -0.35
N 0.80 -1.48 -0.02 0.12
C -0.41 -1.31 -0.34 -0.13
H -1.37 -0.20 1.28 0.12
H -2.42 -0.57 -0.11 0.11
H -1.19 1.07 -1.55 0.10
H 0.37 1.55 1.06 0.07
H 0.56 2.48 -0.53 0.07
H 2.48 -1.43 1.17 0.12
H -0.75 -1.88 -1.21 0.12

=====

(6)
14
Properties=species:S:1:pos:R:3:lowdin_charge:R:1 method="wB97M-V/def2-TZVPD" relative_energy_kj_mol=311.4 homo_ha=-0.32318 homo_lumo_gap_ev=9.817
O 1.10 0.14 1.18 -0.07
C 1.19 1.16 0.27 -0.15
C 0.25 1.30 -0.67 -0.12
C -0.07 -0.93 -0.84 -0.14
C 0.15 -0.90 0.66 -0.21
C -1.20 -0.13 0.65 -0.10
N -0.85 0.35 -0.74 -0.08
H 2.09 1.78 0.30 0.12
H 0.38 1.95 -1.52 0.10
H 0.67 -1.00 -1.65 0.13
H 0.38 -1.86 1.14 0.14
H -0.72 -1.81 -0.80 0.12
H -1.18 0.62 1.44 0.12
H -2.17 -0.65 0.62 0.12

=====

(7)
14
Properties=species:S:1:pos:R:3:lowdin_charge:R:1 method="wB97M-V/def2-TZVPD" relative_energy_kj_mol=439.7 homo_ha=-0.29431 homo_lumo_gap_ev=8.997 smiles="C=CN1C=CCO1"
C -1.45 -0.68 -1.13 -0.09
C -0.31 -0.12 -1.55 0.01
C 1.81 1.17 1.38 0.01
C 1.43 0.82 0.13 -0.20
C -1.27 -1.27 0.23 -0.18
N 0.78 -0.32 -0.42 -0.08
O 0.17 -1.30 0.50 -0.12
H -2.34 -0.69 -1.71 0.09
H -0.10 0.46 -2.36 0.08
H 2.48 2.05 1.35 0.06
H 1.70 0.58 2.22 0.02
H 1.78 1.34 -0.75 0.10
H -1.72 -0.61 1.05 0.13
H -1.72 -2.41 0.36 0.17

=====

(8)
14
Properties=species:S:1:pos:R:3:lowdin_charge:R:1 method="wB97M-V/def2-TZVPD" relative_energy_kj_mol=360.3 homo_ha=-0.35090 homo_lumo_gap_ev=10.301
O -3.34 -0.34 0.67 -0.02
C -2.35 0.10 1.20 -0.24
N -0.88 0.59 -0.59 0.10
C -0.35 -0.56 -0.51 -0.25
C 1.12 -0.90 -0.50 -0.18
C 1.99 0.27 -0.40 -0.15
C 2.70 1.24 -0.34 0.12
H -2.18 1.18 1.40 0.08
H -0.18 1.34 -0.58 0.07
H -1.02 -1.42 -0.46 0.12
H -1.52 -0.54 1.56 0.07
H 1.34 -1.62 0.30 0.12
H 1.31 -1.42 -1.45 0.13
H 3.36 2.08 -0.30 0.03

=====

(9)
14
Properties=species:S:1:pos:R:3:lowdin_charge:R:1 method="wB97M-V/def2-TZVPD" relative_energy_kj_mol=486.8 homo_ha=-0.30627 homo_lumo_gap_ev=9.307 smiles="C=CCOC1=CN1"
N 1.82 -1.80 -0.08 0.10
C 1.05 -0.72 -0.30 -0.58
O 1.11 0.21 -1.21 0.02
C 0.28 1.34 -0.91 -0.17
C -1.18 1.00 -0.82 -0.15
C -1.75 -0.06 -1.38 0.02
C 0.62 -1.03 0.92 0.11
H 2.79 -1.53 0.06 0.08
H 0.47 2.03 -1.73 0.13
H 0.63 1.79 0.02 0.13
H -1.78 1.69 -0.22 0.11
H -1.18 -0.78 -1.96 0.07
H -2.81 -0.26 -1.27 0.06
H -0.13 -1.75 1.20 0.06

=====

(10)
14
Properties=species:S:1:pos:R:3:lowdin_charge:R:1 method="wB97M-V/def2-TZVPD" relative_energy_kj_mol=120.2 homo_ha=-0.33658 homo_lumo_gap_ev=9.765 smiles="O=C1C=CCNC1"
C 1.55 0.00 -0.08 -0.37
C 0.62 -1.19 0.15 -0.17
C -1.33 0.11 0.02 -0.26
C -0.50 1.34 -0.09 -0.07
C 0.84 1.31 -0.19 -0.01
H 0.33 -1.23 1.29 0.15
H 1.13 -2.16 -0.09 0.13
H -1.22 -1.88 -0.64 0.14
H -1.59 -0.03 1.11 0.13
H -2.33 0.25 -0.46 0.13
H -1.02 2.30 -0.02 0.11
H 1.38 2.23 -0.25 0.10
N -0.62 -1.02 -0.57 -0.09
O 2.77 -0.03 -0.18 0.06

=====

(11)
14
Properties=species:S:1:pos:R:3:lowdin_charge:R:1 method="wB97M-V/def2-TZVPD" relative_energy_kj_mol=302.5 homo_ha=-0.31160 homo_lumo_gap_ev=9.358 smiles=Cc1cocc1N
C 0.27 1.81 0.00 -0.01
C -0.18 0.28 -0.72 -0.05
C -0.63 -0.54 -1.78 -0.07
O -0.71 -1.86 -1.37 -0.03
C -0.32 -1.92 -0.08 -0.07
C 0.00 -0.67 0.32 -0.38
N 0.45 -0.27 1.57 0.03
H -0.60 2.46 -0.02 0.04
H 1.12 2.21 -0.55 0.04
H 0.62 1.94 1.08 0.07
H -0.95 -0.53 -2.83 0.12
H -0.30 -2.87 0.44 0.13
H 1.43 -0.13 1.70 0.08
H -0.20 0.10 2.22 0.08

=====

(12)
14
Properties=species:S:1:pos:R:3:lowdin_charge:R:1 method="wB97M-V/def2-TZVPD" relative_energy_kj_mol=446.8 homo_ha=-0.30125 homo_lumo_gap_ev=9.259 smiles="C=CN1C=CCO1"
C 1.96 0.46 -0.15 0.01
C 0.92 1.22 0.33 -0.01
C -2.38 -0.44 -0.28 0.01
C -1.54 0.49 0.23 -0.19
C 1.37 -0.99 -0.17 -0.20
N -0.27 0.38 0.81 -0.05
O 0.27 -0.99 0.68 -0.11
H 2.98 0.68 -0.19 0.07
H 0.94 2.18 0.66 0.07
H -3.23 0.00 -0.87 0.06
H -2.34 -1.53 -0.18 0.05
H -1.86 1.45 0.06 0.08
H 1.08 -1.13 -1.14 0.07
H 2.10 -1.79 0.20 0.15

=====

(13)
14
Properties=species:S:1:pos:R:3:lowdin_charge:R:1 method="wB97M-V/def2-TZVPD" relative_energy_kj_mol=322.2 homo_ha=-0.32318 homo_lumo_gap_ev=9.288 smiles="CC=C=N.C=C=O"
C -0.02 1.32 -0.23 -0.23
C 3.28 -0.12 -0.17 -0.28
C 2.72 -0.87 0.72 0.00
C -1.78 -0.41 -0.46 -0.08
C -0.86 0.75 -1.04 -0.11
N 0.52 2.19 0.46 0.16
O 3.55 0.64 -1.02 0.15
H 1.49 2.15 0.60 0.03
H 1.73 -0.71 1.21 0.09
H 3.26 -1.70 1.04 0.03
H -1.69 -0.54 0.62 0.07
H -1.60 -1.32 -0.87 0.02
H -2.79 -0.07 -0.63 0.06
H -0.85 0.82 -2.13 0.10

=====

(14)
14
Properties=species:S:1:pos:R:3:lowdin_charge:R:1 method="wB97M-V/def2-TZVPD" relative_energy_kj_mol=755.3 homo_ha="-0.29301 / -0.29618" homo_lumo_gap_ev="7.687 / 7.810"
C 0.43 0.57 1.56 -0.03
C 1.32 0.72 0.31 -0.26
O 1.65 -0.53 -0.28 -0.05
C 0.34 -0.82 -0.95 -0.18
C -0.63 -1.15 0.05 -0.07
N -0.66 0.12 0.60 -0.04
C 0.02 0.71 -0.51 -0.07
H 0.66 -0.17 2.32 0.12
H 0.15 1.53 2.00 0.12
H 2.13 1.44 0.26 0.14
H 0.50 -1.30 -1.91 0.13
H -2.49 0.16 -1.83 0.05
H -1.36 -1.93 0.23 0.11
H -1.97 0.69 -1.72 0.02

=====

(15)
14
Properties=species:S:1:pos:R:3:lowdin_charge:R:1 method="wB97M-V/def2-TZVPD" relative_energy_kj_mol=279.8 homo_ha=-0.27999 homo_lumo_gap_ev=8.356
C 2.27 -0.50 -0.18 0.02
C -2.19 -0.50 -0.12 -0.04
C 1.05 0.17 0.34 -0.41
C -0.91 0.16 0.22 -0.32
C -0.42 1.45 0.09 -0.12
O 0.08 -0.59 0.88 0.10
N 0.89 1.49 0.46 0.13
H -0.96 2.31 -0.26 0.11
H 2.07 -1.55 -0.38 0.09
H 2.64 0.02 -1.06 0.09
H 3.05 -0.44 0.59 0.10
H -2.61 -1.00 0.76 0.08
H -2.05 -1.27 -0.89 0.08
H -2.90 0.24 -0.47 0.08

=====

(16)
14
Properties=species:S:1:pos:R:3:lowdin_charge:R:1 method="wB97M-V/def2-TZVPD" relative_energy_kj_mol=252.1 homo_ha=-0.34812 homo_lumo_gap_ev=10.383 smiles="O=C1CC2(CC2)N1"
C -1.94 0.03 0.02 -0.57
C -0.98 -1.15 -0.14 0.07
C 1.56 0.28 -0.74 -0.09
C 1.33 0.14 0.76 -0.12
C 0.18 0.07 -0.17 -0.37
N -0.99 0.96 -0.17 0.15
O -3.09 -0.01 0.17 0.12
H -0.83 -1.58 0.91 0.14
H -1.11 -1.91 -0.78 0.06
H 1.87 1.36 -1.12 0.14
H 1.82 -0.60 -1.37 0.11
H 1.77 -0.65 1.39 0.10
H 1.53 1.13 1.29 0.12
H -1.11 1.94 -0.04 0.14

=====

(17)
14
Properties=species:S:1:pos:R:3:lowdin_charge:R:1 method="wB97M-V/def2-TZVPD" relative_energy_kj_mol=442.7 homo_ha=-0.31484 homo_lumo_gap_ev=9.292
O 1.87 0.02 2.64 -0.06
C 1.96 0.71 1.41 -0.28
C 0.72 0.64 0.62 0.01
C -0.31 0.61 -0.01 -0.01
C -1.47 0.38 -0.87 -0.22
C -1.17 -1.27 -2.60 0.01
N -1.43 -1.01 -1.34 -0.15
H 1.09 0.35 3.10 0.09
H 2.22 1.77 1.56 0.12
H 2.78 0.25 0.86 0.12
H -2.41 0.61 -0.36 0.12
H -1.03 -2.36 -2.65 0.00
H -1.41 0.98 -1.78 0.11
H -1.42 -1.69 -0.58 0.14